No. 1
{"formula": "C11H23CaN5O6", "method": "ωB97M-V/def2-TZVPD", "species": ["O", "H", "Ca", "N", "N", "N", "N", "O", "O", "O", "O", "C", "C", "C", "C", "C", "H", "H", "H", "C", "H", "H", "H", "C", "C", "H", "H", "H", "H", "H", "H", "H", "H", "C", "H", "H", "H", "O", "H", "H", "C", "C", "N", "H", "H", "H"], "positions_angstrom": [[2.3873, -2.7364, -1.6866], [3.0000, -3.4282, -1.7981], [0.7860, -1.1861, -0.8095], [-1.2134, -0.7513, 2.1501], [-0.7858, -2.6710, 0.5114], [1.0403, 1.6720, -0.7344], [2.1101, 0.0803, -2.5620], [-1.4826, 0.2764, 2.8523], [0.2310, 2.6143, -0.0860], [3.0999, -0.7218, -2.8511], [-0.7933, -3.2419, -0.6268], [-1.7964, -2.8777, 1.3897], [-2.0245, -1.8341, 2.3303], [1.6752, 2.2633, -1.7511], [2.3835, 1.4041, -2.6662], [-3.0550, -1.9708, 3.3902], [-4.0623, -2.0521, 2.9721], [-3.0088, -1.0988, 4.0408], [-2.8868, -2.8722, 3.9883], [-2.6135, -4.1105, 1.3041], [-2.2777, -4.7267, 0.4663], [-3.6751, -3.8810, 1.1744], [-2.5105, -4.6728, 2.2397], [1.5878, 3.7594, -1.9116], [3.3967, 1.9693, -3.5921], [1.9621, 4.2682, -0.9971], [0.5364, 4.0780, -2.0729], [2.1953, 4.0700, -2.7775], [3.9495, 1.1640, -4.0543], [4.1309, 2.6156, -3.1068], [2.9929, 2.5626, -4.4055], [0.2411, 2.4590, 0.9671], [2.7246, -1.7987, -1.9880], [2.1753, -0.9614, 0.7860], [1.4833, -1.6478, 1.2972], [2.2102, 0.1372, 0.6986], [3.0919, -1.5868, 0.5607], [0.0890, 2.5646, 2.4608], [0.8937, 2.4751, 3.0176], [-0.4822, 1.8277, 2.7937], [-3.2924, 1.7412, 0.0142], [-2.2989, 0.8225, -0.4779], [-1.4897, 0.0830, -0.8750], [-3.4501, 1.5557, 1.0830], [-4.2336, 1.5941, -0.5268], [-2.9415, 2.7702, -0.1317]], "forces_ev_per_angstrom": [[-2.2, 1.2, 1.1], [1.1, -0.8, -0.3], [-2.3, -0.1, -2.6], [0.1, 2.2, 0.9], [0.9, 0.4, -2.1], [0.9, 1.2, -1.3], [1.2, 2.7, 1.1], [0.0, -1.7, -0.8], [0.0, -0.2, 1.8], [-0.1, 0.1, -0.7], [-0.2, 0.5, 1.7], [-0.6, 0.9, 0.8], [0.4, -1.9, -1.0], [-2.3, -0.8, 1.7], [-1.0, -1.8, 0.0], [-0.1, 0.3, 0.3], [0.1, 0.1, 0.0], [-0.1, -0.1, 0.0], [0.0, 0.1, -0.1], [-0.2, -0.3, 0.1], [-0.1, 0.1, 0.2], [0.1, 0.0, 0.0], [-0.1, 0.0, -0.1], [0.2, 0.2, -0.3], [1.0, -0.2, 0.0], [-0.3, -0.3, -0.6], [0.6, -0.2, 0.1], [-0.3, 0.0, 0.4], [0.1, -0.3, 0.0], [0.0, 0.0, 0.2], [-0.5, 0.1, -0.1], [0.2, 0.0, -2.5], [1.2, -1.1, -1.4], [3.1, -1.4, 1.7], [-0.1, 1.1, 0.5], [-0.2, -0.7, 0.6], [-0.8, 1.3, 0.2], [0.4, -0.6, 1.6], [-0.6, 0.2, -0.7], [0.2, 0.2, -0.5], [-0.4, 0.4, 0.2], [2.2, -1.8, -1.1], [-1.8, 1.3, 0.9], [0.0, 0.1, -0.2], [0.2, 0.0, 0.1], [0.0, -0.3, 0.1]], "nbo_charge": [-1.07, 0.49, 1.73, 0.05, -0.05, -0.23, -0.16, -0.45, -0.66, -0.61, -0.40, 0.19, 0.12, 0.20, 0.06, -0.69, 0.23, 0.26, 0.24, -0.69, 0.26, 0.24, 0.24, -0.67, -0.68, 0.24, 0.24, 0.21, 0.25, 0.21, 0.22, 0.50, 0.48, -1.04, 0.20, 0.24, 0.22, -0.95, 0.49, 0.51, -0.74, 0.40, -0.45, 0.27, 0.26, 0.28], "homo_lumo_gap_ha": [0.135, 0.133], "e_above_lowest_kcal_mol": 78.37, "total_charge": 0, "lumo_ev": [-2.966, -2.986], "e_homo_ha": [-0.2440, -0.2424]}

No. 2
{"formula": "C4H8O2", "method": "ωB97M-V/def2-TZVPD", "species": ["O", "C", "C", "C", "C", "O", "H", "H", "H", "H", "H", "H", "H", "H"], "positions_angstrom": [[-1.6610, 1.8845, -0.1935], [0.0220, 1.3174, -0.0346], [-0.3037, -0.0474, -0.2686], [0.4822, -1.0754, -1.0167], [0.2284, -1.2016, 0.4735], [1.2966, -0.9464, 1.3516], [-2.0175, 2.0431, 0.6994], [0.2659, 1.6577, 0.9734], [0.4582, 1.9242, -0.8254], [-1.6480, 0.7664, -0.3632], [1.5133, -0.8535, -1.2942], [-0.0297, -1.7472, -1.7053], [-0.4531, -1.9824, 0.8224], [1.8465, -1.7395, 1.3812]], "forces_ev_per_angstrom": [[-0.2, -0.1, 0.2], [0.2, -0.2, 0.0], [0.2, 0.1, 0.0], [0.1, -0.1, -0.2], [-0.3, -0.1, -0.1], [0.2, -0.2, 0.0], [0.0, 0.0, -0.2], [-0.1, -0.1, -0.2], [-0.1, -0.1, 0.1], [0.0, 0.3, 0.1], [-0.2, 0.0, 0.1], [0.1, 0.1, 0.1], [0.1, 0.2, -0.1], [0.0, 0.2, 0.1]], "nbo_charge": [-0.83, -0.05, -0.45, -0.44, 0.08, -0.72, 0.49, 0.20, 0.21, 0.47, 0.20, 0.21, 0.17, 0.47], "homo_lumo_gap_ha": 0.325, "e_above_lowest_kcal_mol": 120.55, "total_charge": 0, "lumo_ev": 0.857, "e_homo_ha": -0.2940}

Largest force on an atom for the records above, in order: 3.8 0.4 eV/A
DFT total energy for the records above, in order: -49944.8106 -8368.0540 eV